Record 1
This record from the OMol25 dataset describes a molecular structure, C25H31AsN6O6OsPS3 in a non-equilibrium geometry. The level of theory is ωB97M-V/def2-TZVPD.

Last column: Löwdin spin population.
Cartesian coordinates (Å):
Os  -0.5361  1.0482  1.1825  2.71
O  -4.0414  3.2604  2.0834  0.00
As  -3.7793  2.1055  0.8106  0.02
O  -4.9753  1.0538  0.5374  0.01
O  -2.4289  1.1502  1.4788  0.22
C  -3.5694  3.3356  -0.6737  0.01
C  -4.7939  3.8324  -1.0856  0.00
C  -4.8397  4.7959  -2.0932  0.00
C  -3.6831  5.2531  -2.6909  0.00
C  -2.4463  4.7439  -2.3024  0.00
C  -2.4079  3.7932  -1.3050  0.00
S  -0.8956  3.1285  -0.7717  0.02
O  0.2168  3.6632  -1.4908  0.01
O  -0.8988  3.3280  0.7001  0.10
O  -1.0607  1.6291  -0.8912  0.04
H  -4.3248  2.8141  2.8943  0.00
H  -5.7086  3.4704  -0.6334  0.00
H  -5.7980  5.1885  -2.4057  0.00
H  -3.7370  6.0030  -3.4677  0.00
H  -1.5282  5.0721  -2.7689  0.00
S  -0.2804  0.1445  3.2577  0.28
C  0.9296  -1.1221  3.0397  0.03
N  1.4903  -1.4353  1.9237  0.04
C  2.3687  -2.4950  2.1255  0.00
C  3.1402  -3.0933  1.1262  0.01
C  3.9683  -4.1379  1.4711  0.00
C  4.0392  -4.5955  2.7962  0.01
C  3.2835  -4.0180  3.7937  0.00
C  2.4439  -2.9606  3.4424  0.01
S  1.3829  -2.0341  4.4470  0.02
H  3.0706  -2.7393  0.1061  0.00
H  4.5715  -4.6176  0.7126  0.00
H  4.6969  -5.4190  3.0386  0.00
H  3.3371  -4.3784  4.8113  0.00
N  1.4175  1.3759  0.7740  0.03
C  2.4094  1.8326  0.3826  0.06
N  3.5058  2.3407  -0.0536  0.04
C  4.7994  1.9875  0.5841  0.00
C  5.4843  0.9130  -0.2424  0.00
C  5.6433  1.3702  -1.6911  0.00
C  4.3013  1.7667  -2.3058  0.00
C  3.5885  2.8113  -1.4637  0.00
H  4.6067  1.6897  1.6130  0.00
H  5.3804  2.9115  0.5976  0.00
H  4.8838  -0.0013  -0.2000  0.00
H  6.4528  0.6831  0.2036  0.00
H  6.1031  0.5789  -2.2829  0.00
H  6.3245  2.2260  -1.7274  0.00
H  3.6578  0.8879  -2.4078  0.00
H  4.4459  2.1738  -3.3077  0.00
H  2.5760  3.0272  -1.8020  0.00
H  4.1451  3.7494  -1.4271  0.00
C  -4.2467  -2.5246  -0.5541  0.00
N  -3.3060  -2.2244  -1.6384  0.02
C  -2.4452  -3.3812  -1.8640  0.00
N  -1.7338  -3.8400  -0.6682  0.03
C  -2.7247  -4.1125  0.3753  0.00
N  -3.5947  -2.9804  0.6768  0.02
C  -2.8624  -1.8970  1.3236  0.01
P  -1.5380  -1.2711  0.1970  0.19
C  -2.5213  -1.0272  -1.3455  0.02
C  -0.7303  -2.8740  -0.2233  0.03
H  -4.9111  -3.3196  -0.8967  0.00
H  -4.8341  -1.6328  -0.3341  0.00
H  -1.7211  -3.1461  -2.6463  0.00
H  -3.0731  -4.2055  -2.2061  0.00
H  -2.2110  -4.4249  1.2864  0.00
H  -3.3500  -4.9361  0.0269  0.00
H  -2.3925  -2.2617  2.2416  0.00
H  -3.5327  -1.0788  1.5765  0.00
H  -1.8308  -0.8233  -2.1672  0.00
H  -3.1792  -0.1660  -1.2347  0.00
H  -0.1968  -3.2554  0.6476  0.00
H  0.0041  -2.7090  -1.0151  0.00

Calculated values
LUMO (spin up / spin down)	-2.7 / -5.1	eV
net charge	+1
2S+1	5
E_HOMO (spin up / spin down)	-10.17 / -10.66	eV

=====

Record 2
This record from the OMol25 dataset describes CH2N2O2 in the gas phase in a non-equilibrium geometry. The level of theory is ωB97M-V/def2-TZVPD.

Last column: Mulliken charge in e.
Cartesian coordinates (Å):
C  0.2119  -0.0987  -0.4069  0.31
N  -0.0245  1.1510  0.5163  0.04
N  -0.4290  -1.2216  0.1599  -0.43
O  -0.1613  2.1850  -0.0693  -0.28
O  0.9770  -1.0546  0.1829  -0.29
H  0.2188  0.0480  -1.4812  0.38
H  -0.7930  -1.0091  1.0983  0.27

Calculated values
LUMO	-0.6	eV
SMILES	O=N[C@@H]1NO1
net charge	0
2S+1	1
E_HOMO	-9.78	eV

=====

Record 3
This record from the OMol25 dataset describes a molecular structure, C53H45Cl2GeHgN5S2Si in a non-equilibrium geometry. The level of theory is ωB97M-V/def2-TZVPD.

Last column: Mulliken charge in e.
Cartesian coordinates (Å):
Hg  0.8087  -0.3139  -0.1755  2.39
S  2.8943  1.3948  5.4195  -0.03
C  3.0079  2.2492  6.8961  -0.35
C  2.5998  3.5505  6.8281  -0.57
C  2.1864  3.8863  5.5176  -0.44
C  2.2034  2.8211  4.5957  0.20
C  1.7348  2.9065  3.2357  1.18
C  1.8065  1.8432  2.3062  -1.29
N  1.2817  1.8821  1.0941  0.16
C  0.6566  3.0219  0.6645  -0.62
C  0.6308  4.1943  1.4656  0.99
C  0.1271  5.3924  0.9193  -0.81
C  -0.2995  5.4992  -0.3835  -1.04
C  -0.3157  4.3294  -1.2505  0.94
C  -0.7614  4.3510  -2.5682  -0.89
C  -0.6886  3.1852  -3.3571  0.99
C  -0.2412  2.0382  -2.7029  -1.05
N  0.1685  1.9545  -1.4247  1.08
C  0.1439  3.0827  -0.7167  -0.59
C  -1.0798  3.0790  -4.7711  -0.13
C  -1.0484  1.8803  -5.4888  -0.15
C  -1.4234  1.9744  -6.8387  -0.73
C  -1.6835  3.2390  -7.2393  -0.35
S  -1.5523  4.3412  -5.8980  -0.24
C  1.1811  4.1081  2.7707  -1.17
H  3.3519  1.7026  7.7653  0.41
H  2.5150  4.2743  7.6507  0.35
H  1.8520  4.9073  5.2821  0.30
H  2.3146  0.9074  2.5724  0.69
H  0.0880  6.2820  1.5380  0.41
H  -0.6409  6.4664  -0.7550  0.37
H  -1.0986  5.2995  -2.9808  0.41
H  -0.1392  1.1357  -3.2975  -0.32
H  -0.8285  0.8984  -5.0470  0.55
H  -1.4696  1.0967  -7.4827  0.37
H  -1.9260  3.5721  -8.2455  0.41
H  1.1937  4.9563  3.4222  0.31
C  0.4644  -2.2956  -3.7493  -0.77
C  0.8000  -3.1542  -2.5807  0.02
C  1.1037  -4.5349  -2.6984  -0.88
C  1.4059  -5.2620  -1.5419  -0.95
C  1.4521  -4.5878  -0.3313  -0.74
C  1.1456  -3.1809  -0.2627  0.87
N  0.7285  -2.5286  -1.3818  0.90
N  1.1727  -2.4915  0.8802  0.07
Si  1.5903  -3.0145  2.5201  0.08
C  1.1410  -4.7966  2.9963  -1.33
C  3.4518  -2.8669  2.8984  -1.09
C  0.6846  -1.9905  3.8163  -0.25
H  0.6424  -2.7997  -4.7063  0.50
H  1.0779  -1.3887  -3.6755  -0.07
H  -0.6043  -1.9897  -3.7102  0.07
H  1.0565  -4.9986  -3.6977  0.29
H  1.6545  -6.3192  -1.5870  0.34
H  1.7667  -5.0758  0.5971  0.19
H  1.8475  -5.5682  2.6020  0.36
H  0.1481  -5.0736  2.6215  0.34
H  1.0702  -4.9065  4.0991  0.39
H  4.0464  -3.6911  2.4668  0.27
H  3.5982  -2.8454  3.9986  0.30
H  3.7713  -1.8895  2.4936  0.22
H  -0.3721  -1.8691  3.6194  -0.05
H  1.1552  -0.9743  3.9111  -0.16
H  0.7680  -2.4801  4.8152  0.43
C  -3.4890  2.6040  3.8886  -0.61
C  -2.2564  2.0297  4.0030  -0.54
C  -1.7709  1.1740  3.0129  -0.26
C  -2.5040  0.9379  1.8461  0.20
C  -3.7595  1.5543  1.7277  -0.46
C  -4.2117  2.4381  2.7201  -0.61
Ge  -1.7841  -0.3074  0.4475  0.09
C  -2.3574  -2.1404  1.0759  0.13
C  -2.8591  -2.3648  2.3416  0.10
C  -3.2051  -3.6369  2.7727  -0.57
C  -3.0970  -4.7233  1.9281  -0.68
C  -2.5444  -4.5210  0.6764  -0.70
C  -2.2193  -3.2586  0.2424  -0.03
C  -2.9200  0.0370  -1.1614  0.37
C  -3.1954  1.3658  -1.5128  -0.35
C  -3.9045  1.6518  -2.6591  -0.56
C  -4.5071  0.6350  -3.4047  -0.86
C  -4.3163  -0.6852  -3.0111  -0.59
C  -3.5612  -0.9722  -1.8822  -0.06
H  -3.8468  3.2312  4.7155  0.31
H  -1.5546  2.2392  4.8372  0.35
H  -0.7979  0.7186  3.1621  0.27
H  -4.3806  1.3577  0.8487  0.38
H  -5.1338  2.9934  2.5312  0.36
H  -3.0384  -1.5078  3.0029  0.27
H  -3.5861  -3.7754  3.7746  0.38
H  -3.4016  -5.7620  2.2022  0.26
H  -2.3605  -5.3963  0.0456  0.34
H  -1.9166  -3.1403  -0.8066  -0.08
H  -2.7798  2.1765  -0.9316  0.51
H  -4.0241  2.6842  -3.0004  0.37
H  -5.1129  0.8736  -4.2727  0.36
H  -4.7500  -1.4916  -3.5976  0.40
H  -3.4609  -2.0067  -1.5913  0.22
Cl  4.6495  -2.5346  -0.5080  -0.25
C  4.5647  -1.6124  -1.9796  0.42
C  5.2423  -2.0657  -3.0639  -0.38
C  5.1723  -1.3225  -4.2555  -0.57
C  4.7070  -0.0093  -4.3042  -0.27
C  3.9692  0.4579  -3.2909  0.29
Cl  3.2047  2.0119  -3.5450  -0.26
C  3.7345  -0.3925  -2.0711  -1.01
N  2.8724  -0.1115  -1.2122  -0.61
H  5.8014  -3.0050  -3.0477  0.32
H  5.4443  -1.8067  -5.2033  0.20
H  4.9275  0.5622  -5.2234  0.30

Calculated values
LUMO (spin up / spin down)	3.2 / 3.2	eV
net charge	-2
2S+1	1
E_HOMO (spin up / spin down)	0.57 / 0.57	eV

=====

Record 4
This record from the OMol25 dataset describes 2 unconnected molecules or ions with the total composition C36H32O6S2Si in a non-equilibrium geometry. The level of theory is ωB97M-V/def2-TZVPD.

Last column: Mulliken charge in e.
Cartesian coordinates (Å):
C  1.5237  -3.4127  2.0950  -0.51
C  2.0673  -2.7139  1.0150  -0.69
C  2.1282  -1.3210  1.0413  -0.17
C  1.6313  -0.6403  2.1505  0.06
S  1.6736  1.1618  2.1631  1.53
C  0.0513  1.7837  1.6688  -0.01
C  -0.1433  3.1160  1.6873  -0.86
S  -1.0750  0.8186  0.6638  1.32
C  -2.2450  -0.1175  1.6654  0.00
C  -2.1512  -1.5060  1.6633  -0.17
C  -3.0715  -2.2614  2.3946  -0.73
C  -4.1336  -1.6342  3.0503  -0.45
C  -4.2539  -0.2400  2.9995  -0.67
C  -3.3063  0.5274  2.3110  -0.47
O  -1.8679  1.7624  -0.0924  -0.46
O  -0.2930  -0.1959  -0.0240  -0.69
O  1.9153  1.5557  3.5320  -0.74
O  2.6235  1.5293  1.1304  -0.63
C  1.1474  -1.3245  3.2649  -0.32
C  1.0716  -2.7187  3.2231  -0.60
H  1.4618  -4.4986  2.0630  0.39
H  2.4543  -3.2309  0.1382  0.41
H  2.5607  -0.7601  0.2110  0.42
H  -1.0951  3.5508  1.3918  0.38
H  0.5145  3.7476  2.2773  0.60
H  -1.3723  -1.9998  1.0916  0.46
H  -2.9465  -3.3412  2.4259  0.41
H  -4.8717  -2.2343  3.5940  0.37
H  -5.0896  0.2604  3.4910  0.38
H  -3.3865  1.6109  2.2408  0.36
H  0.8272  -0.7555  4.1378  0.43
H  0.6711  -3.2496  4.0824  0.43
C  -5.5842  6.0250  -1.9177  -0.48
C  -4.7895  6.9538  -2.5992  -0.72
C  -3.3953  6.9116  -2.4831  -0.21
C  -2.7788  5.9335  -1.6876  0.67
Si  -0.9572  5.8939  -1.5306  -1.48
C  -0.0632  6.1174  -3.1213  0.77
C  -0.6741  5.8081  -4.3431  -0.19
C  -0.0393  6.1202  -5.5513  -0.78
C  1.2402  6.6858  -5.5572  -0.42
C  1.8804  6.9313  -4.3371  -0.64
C  1.2355  6.6442  -3.1268  -0.31
C  -0.1878  6.8687  -0.1742  0.21
C  -0.2417  8.2712  -0.1817  -0.33
C  0.3154  9.0075  0.8712  -0.74
C  0.9108  8.3553  1.9574  -0.59
C  0.9770  6.9588  1.9620  -0.56
C  0.4653  6.2323  0.8823  0.79
O  -0.7150  4.2850  -0.9988  1.20
C  -0.0849  3.2678  -1.5141  -0.54
C  0.9326  2.5616  -0.8975  0.04
C  1.3883  1.5450  -1.8620  -0.39
C  0.6431  1.8658  -3.1483  -0.60
O  -0.3269  2.9347  -2.7669  -0.44
C  -3.5741  4.9814  -1.0421  -0.01
C  -4.9677  5.0357  -1.1431  -0.62
H  -6.6721  6.0646  -1.9871  0.37
H  -5.2539  7.7172  -3.2209  0.37
H  -2.7802  7.6306  -3.0278  0.36
H  -1.6532  5.3261  -4.3540  0.42
H  -0.5572  5.9211  -6.4901  0.39
H  1.7284  6.9457  -6.5004  0.38
H  2.8831  7.3582  -4.3181  0.39
H  1.7411  6.8401  -2.1778  0.35
H  -0.7077  8.7900  -1.0211  0.34
H  0.2852  10.0953  0.8467  0.39
H  1.3286  8.9231  2.7920  0.38
H  1.4267  6.4276  2.7995  0.46
H  0.5823  5.1545  0.8676  -0.32
H  1.5023  2.9733  -0.0835  1.05
H  2.4780  1.5754  -1.9777  0.35
H  1.0776  0.5427  -1.5201  -0.27
H  1.3228  2.2785  -3.9012  0.26
H  0.1035  1.0072  -3.5617  0.36
H  -3.1184  4.1709  -0.4722  0.18
H  -5.5634  4.2990  -0.6091  0.42

Calculated values
LUMO	-0.2	eV
SMILES	C1=C(O[Si](c2ccccc2)(c2ccccc2)c2ccccc2)OCC1.C=C(S(=O)(=O)c1ccccc1)S(=O)(=O)c1ccccc1
net charge	0
2S+1	1
E_HOMO	-6.87	eV

=====

Number 1: energy -152747.1843 eV. Number 2: energy -8139.2552 eV. Number 3: energy -178425.2540 eV. Number 4: energy -79682.3052 eV.